one | Density functional theory data (ωB97M-V/def2-TZVPD) for a molecular structure, C5H11NO2.

Output
**Spin multiplicity**: 1
**HOMO level**: -0.324 Eh
**Charge**: 0
**Lowest unoccupied orbital energy**: 0.502 eV

Each line ends with the Löwdin charge.
CARTESIAN COORDINATES (ANGSTROEM)
O (1.241, -0.978, 1.756)  0.013
O (-0.659, -1.036, -1.947)  -0.002
N (1.329, 0.744, -1.441)  0.061
C (-1.680, 1.130, 0.155)  -0.139
C (-1.126, -0.143, 0.765)  -0.168
C (0.867, -0.049, 0.835)  -0.232
C (-0.093, -1.214, -0.860)  -0.279
C (1.246, -0.398, -0.546)  -0.326
H (-2.671, 1.360, 0.560)  0.070
H (0.736, 0.538, -2.250)  0.072
H (-1.040, 1.998, 0.340)  0.067
H (-1.824, -0.973, 0.632)  0.096
H (2.276, 0.876, -1.776)  0.075
H (-0.110, -2.157, -0.296)  0.138
H (1.444, -0.555, 2.604)  0.121
H (2.095, -1.086, -0.597)  0.147
H (0.889, 0.996, 1.133)  0.137
H (-1.143, -0.073, 1.860)  0.084
H (-1.776, 1.023, -0.927)  0.065



two | Density functional theory data (ωB97M-V/def2-TZVPD) for a single C5H11NO2 molecule.

Output
**SMILES**: CNCCCC(=O)O
**Spin multiplicity**: 1
**HOMO level**: -0.311 Eh
**Charge**: 0
**Lowest unoccupied orbital energy**: 0.698 eV

Each line ends with the Löwdin charge.
CARTESIAN COORDINATES (ANGSTROEM)
O (-0.835, -0.489, -1.623)  0.091
O (-0.959, 1.297, -2.942)  0.099
N (0.293, -1.287, 0.957)  -0.132
C (1.541, -1.973, 0.718)  -0.142
C (-0.807, 1.701, -0.584)  -0.095
C (-0.832, 0.943, 0.760)  -0.169
C (-0.844, 0.849, -1.829)  -0.509
C (0.436, 0.162, 1.074)  -0.257
H (-1.717, 0.321, 0.819)  0.116
H (-1.071, -0.873, -2.482)  0.135
H (0.747, 0.384, 2.096)  0.107
H (2.371, -1.485, 1.234)  0.077
H (0.037, 2.354, -0.638)  0.119
H (-0.437, -1.468, 0.287)  0.073
H (-1.694, 2.318, -0.683)  0.126
H (1.854, -2.052, -0.331)  0.078
H (1.488, -2.943, 1.174)  0.062
H (1.314, 0.492, 0.502)  0.113
H (-0.886, 1.749, 1.487)  0.107



Stability check: which of them is least stable? one.



one | Density functional theory data (ωB97M-V/def2-TZVPD) for 2 unconnected molecules or ions with the total composition C5H11NO2.

Output
**SMILES**: C=CC[C@@H](N)C=O.O
**Spin multiplicity**: 1
**HOMO level**: -0.349 Eh
**Charge**: 0
**Lowest unoccupied orbital energy**: 0.699 eV

Each line ends with the Löwdin charge.
CARTESIAN COORDINATES (ANGSTROEM)
O (1.557, 2.672, 0.673)  -0.048
O (0.390, 0.004, 1.530)  0.143
N (-1.919, -1.632, 0.935)  0.080
C (-0.597, 0.359, 1.079)  -0.290
C (0.323, -0.012, -1.637)  -0.178
C (1.695, -0.026, -1.774)  0.025
C (-1.269, -0.579, 0.105)  -0.349
C (-0.422, -1.144, -1.011)  -0.190
H (2.295, -0.725, -1.296)  0.033
H (2.197, 0.753, -2.414)  0.077
H (0.267, -1.906, -0.681)  0.113
H (-1.069, 1.298, 1.200)  0.118
H (-0.904, -1.615, -1.885)  0.131
H (2.025, 1.951, 0.279)  0.001
H (-0.278, 0.719, -2.118)  0.094
H (0.680, 2.247, 0.685)  0.000
H (-1.324, -2.099, 1.552)  0.056
H (-2.056, 0.047, -0.403)  0.150
H (-2.351, -2.249, 0.346)  0.034



two | Density functional theory data (ωB97M-V/def2-TZVPD) for a molecular structure, C5H11NO2.

Output
**Spin multiplicity**: 1
**HOMO level (alpha / beta)**: -0.255 / -0.255 Eh
**Charge**: 0
**Lowest unoccupied orbital energy (alpha / beta)**: 0.531 / 0.530 eV

Each line ends with the Löwdin charge.
CARTESIAN COORDINATES (ANGSTROEM)
O (-0.610, 2.185, -0.806)  0.062
O (-1.186, -1.555, -0.561)  -0.014
N (-2.118, 0.801, -1.808)  0.155
C (2.292, 0.452, 0.835)  -0.149
C (-0.948, -0.418, 1.529)  -0.010
C (1.631, -0.507, -0.111)  -0.134
C (-0.701, -0.526, 0.211)  -0.412
C (-1.105, 1.099, -0.983)  -0.380
H (3.350, 0.205, 0.967)  0.071
H (1.604, -1.543, 0.212)  0.081
H (-1.314, -2.323, 0.013)  0.113
H (0.322, -0.049, -0.454)  0.097
H (1.814, 0.403, 1.815)  0.060
H (-1.679, -1.060, 1.999)  0.052
H (-2.524, 1.513, -2.404)  0.118
H (-0.538, 0.397, 2.100)  0.048
H (2.230, 1.477, 0.469)  0.073
H (-2.444, -0.149, -1.868)  0.092
H (1.926, -0.399, -1.155)  0.079



three | Density functional theory data (ωB97M-V/def2-TZVPD) for 2 unconnected molecules or ions with the total composition C5H11NO2.

Output
**SMILES**: C=NCCCC=O.O
**Spin multiplicity**: 1
**HOMO level**: -0.356 Eh
**Charge**: 0
**Lowest unoccupied orbital energy**: 0.541 eV

Each line ends with the Löwdin charge.
CARTESIAN COORDINATES (ANGSTROEM)
O (-1.875, 1.658, -1.666)  0.062
O (-1.375, 0.146, 0.996)  -0.009
N (0.671, 1.320, -0.199)  -0.075
C (0.405, 1.774, 0.970)  -0.042
C (-0.254, -1.778, 0.066)  -0.234
C (-1.332, -0.891, 0.302)  -0.270
C (1.358, 0.080, -0.351)  -0.241
C (1.034, -1.230, 0.536)  -0.208
H (-0.141, -1.787, -1.159)  0.179
H (-0.005, 2.717, 0.926)  0.054
H (-1.153, 1.972, -1.970)  -0.078
H (-0.559, -2.887, 0.265)  0.161
H (-2.292, -1.093, -0.297)  0.149
H (-1.603, 1.321, -0.879)  -0.066
H (0.508, 1.305, 1.946)  0.088
H (1.088, -0.201, -1.401)  0.100
H (2.083, -1.902, 0.533)  0.167
H (2.525, 0.476, -0.230)  0.167
H (0.918, -1.001, 1.613)  0.096



Stability check: which of them is least stable? two.



one | Density functional theory data (ωB97M-V/def2-TZVPD) for a single C5H11NO2 molecule.

Output
**SMILES**: C[C@@H](O)[C@@H](C)NC=O
**Spin multiplicity**: 1
**HOMO level**: -0.375 Eh
**Charge**: 0
**Lowest unoccupied orbital energy**: 0.772 eV

Each line ends with the Löwdin charge.
CARTESIAN COORDINATES (ANGSTROEM)
O (0.320, -1.573, 0.865)  -0.027
O (-2.239, 1.776, 1.932)  0.027
N (-1.349, 0.421, 0.353)  0.046
C (0.895, -0.642, 0.022)  -0.452
C (1.771, 0.255, 0.808)  -0.073
C (-1.247, 1.375, 1.353)  -0.322
C (-0.270, 0.184, -0.700)  -0.269
C (-0.612, -0.765, -1.882)  -0.055
H (-0.539, -1.271, 1.104)  0.061
H (0.258, -0.754, -2.573)  0.100
H (-0.121, 1.486, 1.706)  0.143
H (0.082, 1.046, -1.147)  0.110
H (1.468, -1.261, -0.714)  0.149
H (-2.189, 0.360, -0.267)  0.156
H (-0.986, -1.689, -1.465)  0.081
H (2.305, -0.405, 1.657)  0.143
H (2.571, 0.771, 0.210)  0.094
H (1.351, 1.144, 1.218)  0.018
H (-1.468, -0.456, -2.480)  0.068



two | Density functional theory data (ωB97M-V/def2-TZVPD) for a single C5H11NO2 molecule.

Output
**SMILES**: [H]/N=C(/OC)[C@H](C)OC
**Spin multiplicity**: 1
**HOMO level**: -0.367 Eh
**Charge**: 0
**Lowest unoccupied orbital energy**: 0.961 eV

Each line ends with the Löwdin charge.
CARTESIAN COORDINATES (ANGSTROEM)
O (-1.829, 0.196, 0.327)  -0.103
O (1.542, -0.598, -0.359)  -0.182
N (-0.944, -1.201, -1.300)  0.195
C (-0.771, -0.364, -0.389)  -0.397
C (-3.105, -0.326, 0.004)  -0.092
C (2.739, -0.642, 0.373)  -0.110
C (0.472, 0.162, 0.278)  -0.294
C (0.631, 1.664, 0.041)  -0.018
H (-3.136, -1.402, 0.192)  0.088
H (3.402, -1.326, -0.156)  0.090
H (3.217, 0.342, 0.434)  0.083
H (-3.324, -0.155, -1.053)  0.085
H (1.530, 2.034, 0.528)  0.074
H (0.447, -0.069, 1.353)  0.156
H (-0.081, -1.540, -1.709)  0.069
H (0.702, 1.864, -1.026)  0.094
H (2.569, -1.017, 1.391)  0.091
H (-0.237, 2.181, 0.441)  0.082
H (-3.824, 0.199, 0.631)  0.087



three | Density functional theory data (ωB97M-V/def2-TZVPD) for 3 unconnected molecules or ions with the total composition C5H11NO2.

Output
**SMILES**: Cc1cc[nH]c1.O.O
**Spin multiplicity**: 1
**HOMO level**: -0.321 Eh
**Charge**: 0
**Lowest unoccupied orbital energy**: 0.656 eV

Each line ends with the Löwdin charge.
CARTESIAN COORDINATES (ANGSTROEM)
O (1.407, -0.913, 2.967)  -0.058
O (-0.423, 2.886, -2.216)  -0.060
N (-1.872, -0.909, 0.405)  0.016
C (-0.372, 0.710, 0.367)  -0.099
C (0.204, -0.444, -0.225)  -0.328
C (-1.678, 0.410, 0.678)  -0.124
C (1.591, -0.541, -0.775)  -0.055
C (-0.750, -1.425, -0.196)  -0.087
H (1.959, 0.454, -1.055)  0.078
H (-2.366, 1.013, 1.250)  0.113
H (0.166, 2.331, -2.736)  0.032
H (1.300, -1.575, 2.279)  0.019
H (1.636, -1.152, -1.679)  0.076
H (-2.781, -1.337, 0.328)  0.150
H (1.191, -0.069, 2.549)  0.023
H (2.313, -0.964, -0.068)  0.072
H (0.051, 1.708, 0.343)  0.107
H (-0.888, 2.255, -1.652)  0.007
H (-0.689, -2.437, -0.563)  0.119



Stability check: which of them is least stable? one.